# 1
Molecular formula: C24H33N4O4P2Pt
Method: DFT, ωB97M-V with the def2-TZVPD basis set

## Properties
spin multiplicity: 3
energy above the lowest of the compared OMol25 structures with the same formula, charge and spin: 45.40 kJ/mol
charge: +1
E_HOMO (alpha / beta): -10.6 / -12.3 eV
gap between HOMO and LUMO (alpha / beta): 6.67 / 7.66 eV
E: -2256.24654 hartree

```
68
Properties=species:S:1:pos:R:3:mulliken_charge:R:1
H -1.600 -0.360 2.301 0.165
H -0.915 -1.989 2.078 0.332
H 1.433 1.107 3.598 0.439
C 2.643 -5.628 -0.535 -0.553
H -1.686 -0.927 -2.997 0.388
H 2.897 -0.481 -3.062 0.379
C 1.679 1.279 -2.621 1.823
C -2.943 -2.976 0.476 -1.692
C -1.419 3.886 2.959 0.208
C 1.828 2.803 -2.696 -1.794
C -1.918 5.083 3.694 0.483
H 0.496 -0.262 -3.595 0.322
H -0.416 1.235 -3.281 0.281
H 2.708 -6.707 -0.521 0.423
Pt -0.996 1.465 -0.407 2.252
H 3.243 0.938 -4.044 0.502
P -1.488 -0.810 -0.593 0.236
H 0.668 0.176 2.293 0.013
C 1.425 -5.021 -0.567 -0.611
C 3.796 -3.500 -0.540 -0.630
H -2.075 -3.629 0.447 0.327
H 2.401 1.147 1.191 0.355
O -1.713 5.153 4.878 -0.584
N 0.135 -3.007 -0.601 -0.284
H 2.514 2.600 0.186 0.423
C 3.839 -4.860 -0.518 -0.548
C 0.119 -1.697 -0.622 0.039
H 2.700 3.154 -2.146 0.393
H -2.304 -2.384 -2.196 0.492
H -3.609 0.410 0.876 0.308
N -0.798 2.255 1.577 -0.393
P 1.207 0.882 -0.876 0.288
H -3.504 -3.103 -0.448 0.375
C 2.536 1.512 0.175 -1.373
H -3.275 -0.887 -2.224 0.414
H 1.960 3.089 -3.740 0.497
C 2.541 -2.842 -0.582 0.289
H 0.787 1.173 -4.565 0.607
H 3.821 0.859 -2.388 0.332
C 1.351 -3.605 -0.588 0.198
O -2.744 5.064 0.548 -0.782
H -4.439 -0.792 -0.127 0.384
C -2.267 -1.294 -2.155 -1.540
H 4.692 -2.897 -0.538 0.477
H -2.484 -1.783 2.850 0.633
H -0.029 0.169 3.911 0.434
H 0.503 -5.583 -0.579 0.476
H 3.498 1.155 -0.192 0.410
H -0.501 3.024 4.629 0.255
C 0.563 0.826 -3.555 -1.688
C -2.109 4.029 0.470 1.192
H 0.945 3.325 -2.321 0.298
O -2.523 6.010 2.979 -0.526
C 0.482 0.786 3.173 -1.191
O -1.926 3.321 -0.602 -0.794
C 2.987 0.603 -3.038 -1.764
H -2.553 5.780 2.013 0.454
N -0.708 2.935 3.641 -0.068
C -0.343 1.958 2.790 0.072
C -1.833 -1.400 2.065 -1.909
C -2.561 -1.516 0.733 1.953
H -3.596 -3.296 1.289 0.507
C -3.828 -0.654 0.765 -1.825
C 1.316 -0.933 -0.684 0.070
C -1.477 3.448 1.678 -0.139
H 4.792 -5.370 -0.491 0.427
H -4.430 -0.958 1.622 0.500
N 2.502 -1.489 -0.645 -0.434
```

=====

# 2
Molecular formula: C24H33N5O3
Method: DFT, ωB97M-V with the def2-TZVPD basis set

## Properties
energy above the lowest of the compared OMol25 structures with the same formula, charge and spin: 278.29 kJ/mol
charge: 0
E_HOMO: -7.6 eV
SMILES: CC(C)c1cc(C(=O)N2CCC[C@H](CCC(=O)N3CCN(c4ccccn4)CC3)C2)no1
gap between HOMO and LUMO: 8.39 eV
E: -1433.84942 hartree

```
65
Properties=species:S:1:pos:R:3:mulliken_charge:R:1
C -0.740 1.552 -3.529 -0.804
C -2.596 -4.416 0.935 -0.470
H -1.452 1.548 -5.504 0.306
H 1.010 1.847 -5.589 0.372
H 1.245 0.256 -4.860 0.281
C 3.213 4.163 1.069 -1.314
O -1.248 2.784 -3.365 -0.239
C 2.581 4.360 -0.310 -0.566
C 1.900 -0.518 0.562 0.757
C -0.458 2.207 -1.459 -0.014
C -0.697 -1.583 2.472 -0.781
H -2.257 -5.210 4.624 0.378
H -1.520 -0.923 -5.756 0.430
C -3.124 -5.600 1.395 -0.576
C -0.123 2.179 -0.013 1.241
C -1.428 -0.480 -4.768 -1.385
H 0.541 0.394 -6.476 0.415
H -1.167 -0.915 0.033 0.291
H 0.728 5.252 0.351 0.264
C 1.053 4.369 -0.214 -0.810
O 2.058 -0.275 -0.623 -0.707
N 1.212 -1.611 0.966 0.071
C -0.224 1.123 -2.339 0.495
O -0.477 1.222 0.664 -0.577
H 0.287 0.216 -2.099 0.680
H 0.624 2.249 2.316 0.499
H 4.170 1.616 1.049 0.622
H 0.868 4.004 2.388 0.550
H -3.621 -6.271 0.708 0.397
H 2.895 3.561 -0.982 0.311
C -2.375 -5.021 3.564 -0.437
H -2.416 -0.430 -4.316 0.375
H 1.396 -1.390 3.048 0.438
H 0.596 4.413 -1.201 0.471
N 0.584 3.202 0.493 0.125
H 0.798 -2.069 -1.008 0.604
H -0.851 -0.520 2.272 0.392
C -1.047 -1.996 0.156 -0.799
H -1.651 -2.509 -0.589 0.326
C 0.795 -1.921 2.315 -0.957
N -1.066 3.185 -2.085 -0.829
H 3.015 2.900 2.808 0.457
H 3.317 -0.235 2.132 0.709
H -0.799 -1.121 -4.156 0.259
N -1.856 -3.883 3.143 -0.299
H -2.689 -4.157 -0.107 0.307
C 0.587 0.850 -5.490 -1.358
H -1.047 -1.847 3.469 0.517
C 0.439 -2.347 -0.017 -1.005
H 4.295 4.067 0.967 0.433
H 3.013 5.045 1.682 0.420
C 2.640 2.927 1.778 0.458
H 0.593 -3.420 0.140 0.341
C -0.814 0.917 -4.876 0.365
C 2.526 0.346 1.653 -1.114
H 0.929 -2.998 2.474 0.420
H 2.917 5.306 -0.738 0.417
C 3.079 1.646 1.058 -0.855
C -3.018 -5.927 2.742 -0.482
H 2.751 1.681 0.018 0.082
N -1.464 -2.331 1.499 0.100
H 1.768 0.566 2.401 0.311
H -3.420 -6.848 3.132 0.374
C -1.954 -3.557 1.848 0.821
C 1.115 3.093 1.832 -1.501
```

=====

# 3
Molecular formula: C24H34F2O4
Method: DFT, ωB97M-V with the def2-TZVPD basis set

## Properties
energy above the lowest of the compared OMol25 structures with the same formula, charge and spin: 76.56 kJ/mol
charge: 0
E_HOMO: -9.3 eV
SMILES: Fc1ccccc1.Fc1ccccc1.CC(C)=O.CC(C)=O.CC(C)=O.CC(C)=O
gap between HOMO and LUMO: 9.60 eV
E: -1435.50393 hartree

```
64
Properties=species:S:1:pos:R:3:mulliken_charge:R:1
H -23.334 17.717 -23.461 -0.249
H -23.023 15.483 -17.084 0.296
C -24.517 21.461 -18.568 -0.802
H -22.922 11.526 -22.426 0.317
C -22.723 12.582 -22.312 -0.380
H -24.920 21.049 -23.076 -0.254
H -26.758 23.099 -16.606 0.355
C -23.285 13.013 -21.107 -0.554
H -26.482 20.490 -23.201 0.414
H -25.035 23.157 -23.185 0.167
C -21.137 22.208 -22.088 -0.858
H -22.876 21.767 -20.909 0.227
C -22.080 19.964 -21.760 -0.111
O -25.609 18.402 -21.826 -0.560
H -24.536 18.590 -19.372 -0.115
H -21.003 18.349 -22.802 0.461
H -25.209 20.933 -19.224 0.318
H -23.620 14.702 -19.892 0.314
H -21.792 13.057 -24.179 0.407
H -21.201 23.260 -21.852 0.551
H -24.866 18.668 -17.658 0.359
C -24.256 23.861 -23.479 -0.468
C -24.531 18.002 -18.454 -0.736
C -22.787 15.253 -21.769 0.000
H -22.935 16.307 -21.582 0.470
H -26.314 23.468 -18.293 0.358
H -23.623 20.839 -18.597 0.440
O -25.175 21.056 -16.398 -0.580
C -25.471 20.208 -23.495 -0.748
H -25.228 23.933 -16.945 0.286
H -24.425 17.794 -24.808 0.495
C -25.310 25.722 -21.928 -0.952
C -24.700 25.360 -23.303 0.624
C -21.048 19.388 -22.509 -0.489
H -23.337 23.593 -22.958 0.011
H -25.393 17.344 -18.563 0.438
C -22.158 13.469 -23.251 -0.625
O -22.170 17.560 -18.818 -0.566
C -25.932 23.186 -17.312 -1.192
C -23.256 14.366 -20.851 -0.445
H -24.053 23.765 -24.546 0.374
O -24.611 26.136 -24.257 -0.559
H -24.019 16.536 -16.306 0.357
H -24.929 25.055 -21.154 0.188
C -20.068 21.620 -22.788 -0.610
C -24.392 17.703 -23.722 -0.610
H -24.307 22.394 -19.091 0.288
H -19.338 22.212 -23.320 0.398
C -22.193 14.840 -22.949 0.398
C -23.060 16.541 -16.824 -1.139
H -26.379 25.516 -21.879 0.297
H -25.153 26.758 -21.630 0.351
H -22.280 17.002 -16.218 0.323
H -22.797 19.370 -21.213 0.690
C -25.182 18.787 -22.928 0.753
F -19.066 19.724 -23.757 -0.311
H -25.482 20.209 -24.585 0.421
C -25.287 21.824 -17.372 0.518
C -20.028 20.243 -22.990 0.245
H -24.919 16.758 -23.593 0.342
F -21.762 15.686 -23.894 -0.286
C -22.149 21.325 -21.575 -0.252
C -23.174 17.451 -18.038 0.811
H -23.670 12.321 -20.372 0.390
```

=====

What strongest force on any atom values result from the calculations? In sequence: 0.7; 1.2; 4.8 eV Å⁻¹.